DFT (ωB97M-V/def2-TZVPD) results for a structure of composition C35H30CuN7O2.

Element x y z (Å)
Cu: -0.201100 0.098700 -0.007000
O: 2.298900 -0.112100 0.197600
C: 2.622300 -0.078100 1.554200
C: 1.462900 0.075800 2.517500
C: 1.703400 0.293100 3.872800
C: 0.624900 0.402300 4.733800
C: -0.662300 0.308700 4.220700
C: -0.804800 0.093600 2.863800
N: 0.229300 -0.031900 2.042600
H: 1.820400 -0.928500 -0.023400
H: 3.287300 0.783800 1.678200
H: 3.192000 -0.976600 1.844900
H: 2.714300 0.367200 4.248200
H: 0.781400 0.547200 5.792200
H: -1.528800 0.385000 4.860000
H: -1.779500 -0.003900 2.411800
N: -7.427100 7.011900 0.155700
C: -6.588200 6.230200 0.130300
C: -5.555000 5.266800 0.082400
C: -5.344600 4.535000 -1.087200
C: -4.331600 3.599000 -1.138900
C: -3.504100 3.388600 -0.038000
C: -3.715200 4.125100 1.124400
C: -4.737000 5.051000 1.192000
C: -2.432100 2.366100 -0.113300
C: -2.861300 1.043000 0.047700
C: -4.114100 0.670300 0.610100
C: -4.096200 -0.697300 0.740100
C: -2.863000 -1.120600 0.217300
N: -2.123600 -0.097800 -0.186500
C: -1.128900 2.833900 -0.259700
C: -0.728900 4.203200 -0.263600
C: 0.642000 4.208000 -0.276700
C: 1.042500 2.855700 -0.304700
N: 0.001600 2.044000 -0.298400
H: -5.983200 4.704600 -1.941400
H: -4.174400 3.022900 -2.039200
H: -3.080100 3.955100 1.982200
H: -4.912600 5.608200 2.099800
H: -4.873900 1.354500 0.940400
H: -4.846300 -1.330500 1.175600
H: -2.526800 -2.134500 0.103700
H: -1.390600 5.049200 -0.248800
H: 1.298700 5.056900 -0.256600
H: 2.047100 2.473800 -0.331800
C: -6.368000 -1.030100 -1.625600
C: -5.077800 -1.581500 -2.152400
C: -4.600000 -2.824100 -1.763900
C: -3.435200 -3.356100 -2.291900
C: -2.713500 -2.635800 -3.233000
N: -1.595400 -3.130400 -3.926500
C: -0.880800 -4.283500 -3.791300
O: -0.388300 -4.848600 -4.744200
N: -0.735600 -4.808500 -2.510800
C: -0.391200 -4.142900 -1.343500
C: -0.285500 -4.886200 -0.162600
C: 0.106700 -4.242900 0.997100
C: 0.389100 -2.890200 0.946200
N: 0.313400 -2.173800 -0.176400
C: -0.071900 -2.785000 -1.291300
C: -3.170700 -1.376200 -3.609300
C: -4.331800 -0.860400 -3.077800
H: -6.762600 -1.648700 -0.823600
H: -7.112800 -0.978900 -2.420700
H: -6.221100 -0.020900 -1.245600
H: -5.152500 -3.400800 -1.036900
H: -3.117600 -4.341200 -1.990000
H: -1.505000 -2.743700 -4.858200
H: -0.442800 -5.778300 -2.530800
H: -0.477900 -5.950600 -0.168800
H: 0.213500 -4.787000 1.924500
H: 0.691600 -2.363700 1.838800
H: -0.097700 -2.173300 -2.179500
H: -2.615600 -0.817700 -4.347900
H: -4.671800 0.112100 -3.398600

Cartesian forces, eV/Å:
0.261 -0.149 -0.148
0.170 -0.018 -0.226
0.424 -0.022 0.179
0.046 0.096 0.238
-0.147 -0.026 -0.011
0.005 -0.048 -0.120
0.155 -0.022 0.024
-0.273 -0.009 0.444
0.348 0.076 -0.100
0.028 0.026 0.077
-0.023 -0.137 0.108
-0.028 0.151 0.028
0.089 0.004 -0.036
0.041 0.062 0.085
-0.056 0.024 -0.004
-0.223 0.001 -0.093
-0.235 0.219 0.026
-0.448 0.392 0.032
0.740 -0.653 -0.048
-0.072 0.103 0.109
0.081 -0.069 0.105
-0.224 0.240 0.038
0.067 -0.122 -0.087
-0.160 0.089 -0.088
0.554 -0.033 0.074
-0.559 -0.191 -0.067
0.028 0.115 0.089
-0.141 0.013 0.238
0.053 0.214 0.020
-0.205 -0.198 -0.123
-0.291 0.262 -0.077
0.106 0.138 -0.023
-0.167 0.377 -0.020
-0.324 -0.236 -0.055
0.438 -0.177 -0.095
-0.024 0.012 -0.057
0.039 -0.057 -0.049
0.059 -0.012 0.032
0.001 0.065 0.052
-0.198 0.060 -0.009
-0.211 -0.082 0.001
0.189 -0.208 0.017
-0.057 0.150 0.007
0.073 0.182 -0.039
0.156 -0.165 -0.005
0.007 0.054 -0.077
-0.052 -0.054 -0.040
-0.057 0.102 -0.153
0.063 -0.103 -0.078
-0.404 0.055 0.239
0.270 0.356 -0.425
0.092 -0.211 -0.077
0.051 -0.084 -0.121
-0.138 -0.488 -0.084
0.110 0.115 0.602
0.062 0.360 -0.138
-0.017 -0.063 -0.214
0.019 -0.050 0.141
0.068 -0.264 0.109
-0.006 -0.128 -0.200
0.113 -0.088 0.027
-0.035 -0.126 0.066
-0.054 -0.012 0.065
-0.072 -0.029 -0.010
-0.021 0.054 0.082
-0.083 -0.071 0.092
0.043 -0.086 0.009
0.090 -0.218 0.115
-0.014 0.221 -0.203
-0.093 -0.048 -0.018
-0.026 0.010 0.028
0.019 0.033 0.019
-0.061 0.030 -0.099
0.096 0.138 -0.072
-0.057 0.161 -0.029

The calculation puts the gap between HOMO and LUMO at 6.68 eV. The calculated total energy is -95948.0101 eV. The strongest force on any atom is 1.0 eV/A.

These are the Mulliken partial charges, in e, on atoms 1 to 8: atom 1 (Cu): -0.53, atom 2 (O): -0.51, atom 3 (C): -1.04, atom 4 (C): 0.96, atom 5 (C): -1.00, atom 6 (C): -0.41, atom 7 (C): -1.04, atom 8 (C): -0.08